Entry from the Open Molecules 2025 dataset: a molecular structure, C36H90F2KNO28P6S2 at a distorted geometry (ωB97M-V/def2-TZVPD).

The geometry in XYZ format:
```
166
Properties=species:S:1:pos:R:3:lowdin_spin:R:1
K 0.40 4.16 0.16 0.00
N -0.04 1.47 0.36 0.31
S -0.44 0.32 1.22 -0.04
O 0.63 -0.61 1.50 0.41
O -1.81 -0.23 1.16 0.27
F -0.51 1.19 2.62 -0.01
S -0.59 0.77 -1.10 0.00
O -1.82 1.33 -1.62 0.03
O -0.20 -0.62 -1.40 0.01
F 0.48 1.52 -2.03 0.00
C 2.45 -2.56 -2.26 0.00
C 2.99 -1.15 -2.45 0.00
O 4.38 -1.28 -2.34 0.00
P 5.23 -0.10 -1.56 0.00
O 4.63 0.38 -0.29 0.00
O 6.69 -0.71 -1.36 0.00
C 7.20 -1.61 -2.38 0.00
C 8.66 -1.93 -2.11 0.00
O 5.51 1.04 -2.63 0.00
C 6.41 2.08 -2.32 0.00
C 5.69 3.33 -1.85 0.00
H 3.04 -3.12 -1.53 0.00
H 1.41 -2.47 -1.94 0.00
H 2.44 -3.27 -3.09 0.00
H 2.77 -0.79 -3.45 0.00
H 2.51 -0.42 -1.80 0.00
H 6.60 -2.51 -2.50 0.00
H 7.15 -1.13 -3.35 0.00
H 9.33 -1.08 -1.96 0.00
H 8.69 -2.40 -1.13 0.00
H 9.07 -2.53 -2.91 0.00
H 7.11 1.83 -1.52 0.00
H 6.95 2.35 -3.24 0.00
H 4.65 3.30 -2.17 0.00
H 5.69 3.27 -0.76 0.00
H 6.14 4.28 -2.16 0.00
C 5.31 -2.35 6.05 0.00
C 4.19 -1.60 5.32 0.00
O 3.65 -0.66 6.21 0.00
P 2.89 0.64 5.72 0.00
O 2.58 0.78 4.26 0.00
O 1.57 0.70 6.72 0.00
C 0.70 1.88 6.99 0.00
C -0.47 1.86 6.02 0.00
O 3.78 1.88 6.34 0.00
C 5.22 1.95 6.24 0.00
C 5.62 2.58 4.92 0.00
H 6.09 -1.67 6.39 0.00
H 4.84 -2.92 6.85 0.00
H 5.70 -3.11 5.36 0.00
H 4.58 -1.14 4.41 0.00
H 3.47 -2.36 5.01 0.00
H 0.36 1.89 8.02 0.00
H 1.29 2.79 6.86 0.00
H -1.30 2.57 6.11 0.00
H -0.13 1.66 5.00 0.00
H -1.05 0.96 6.22 0.00
H 5.63 2.57 7.03 0.00
H 5.55 0.91 6.20 0.00
H 5.54 3.66 4.94 0.00
H 6.69 2.54 4.75 0.00
H 5.08 2.17 4.07 0.00
C -9.25 -3.09 -5.69 0.00
C -8.00 -2.19 -5.37 0.00
O -8.23 -0.89 -5.83 0.00
P -6.98 0.07 -6.29 0.00
O -7.38 1.37 -6.87 0.00
O -6.01 0.22 -4.99 0.00
C -5.25 1.41 -4.91 0.00
C -4.46 1.56 -3.58 0.00
O -6.16 -0.90 -7.29 0.00
C -6.52 -0.86 -8.67 0.00
C -5.66 -0.07 -9.66 0.00
H -10.02 -2.78 -4.98 0.00
H -9.54 -3.02 -6.73 0.00
H -8.95 -4.13 -5.58 0.00
H -7.87 -2.17 -4.29 0.00
H -7.22 -2.63 -6.00 0.00
H -4.55 1.42 -5.75 0.00
H -5.84 2.30 -5.09 0.00
H -3.80 2.41 -3.76 0.00
H -5.09 1.99 -2.81 0.00
H -3.85 0.70 -3.33 0.00
H -6.60 -1.88 -9.04 0.00
H -7.56 -0.56 -8.80 0.00
H -5.00 0.65 -9.16 0.00
H -4.97 -0.58 -10.33 0.00
H -6.48 0.41 -10.20 0.00
C -5.93 -0.14 0.27 0.00
C -5.84 -1.66 0.66 0.00
O -4.45 -2.03 0.96 0.00
P -3.66 -3.12 0.06 0.00
O -4.40 -4.38 -0.10 0.00
O -2.24 -3.30 0.78 0.01
C -1.08 -3.71 0.06 0.00
C 0.04 -4.01 0.99 0.00
O -3.31 -2.25 -1.31 0.00
C -3.03 -2.93 -2.53 0.00
C -4.30 -2.89 -3.41 0.00
H -6.93 0.24 0.08 0.00
H -5.60 0.51 1.08 0.00
H -5.31 0.18 -0.56 0.00
H -6.31 -1.79 1.63 0.00
H -6.38 -2.37 0.03 0.00
H -1.24 -4.61 -0.53 0.00
H -0.79 -2.88 -0.59 0.00
H 0.81 -4.69 0.62 0.00
H 0.57 -3.08 1.22 0.00
H -0.31 -4.47 1.91 0.00
H -2.30 -2.29 -3.01 0.00
H -2.72 -3.97 -2.40 0.00
H -4.13 -3.22 -4.43 0.00
H -4.99 -3.53 -2.86 0.00
H -4.64 -1.86 -3.35 0.00
C -3.27 -0.77 9.43 0.00
C -1.78 -0.49 9.35 0.00
O -1.31 -0.88 8.09 0.00
P -0.34 -2.19 7.96 0.00
O -0.86 -3.52 8.44 0.00
O 0.04 -2.16 6.39 0.00
C -1.06 -1.91 5.50 0.00
C -0.44 -2.11 4.02 0.00
O 1.05 -1.71 8.70 0.00
C 2.18 -2.61 8.70 0.00
C 2.46 -3.05 10.21 0.00
H -3.61 -1.80 9.32 0.00
H -3.69 -0.37 10.35 0.00
H -3.82 -0.20 8.68 0.00
H -1.52 0.55 9.55 0.00
H -1.33 -1.17 10.08 0.00
H -1.87 -2.59 5.77 0.00
H -1.29 -0.86 5.65 0.00
H 0.41 -1.46 3.85 0.00
H -0.18 -3.16 3.85 0.00
H -1.17 -1.89 3.24 0.00
H 2.02 -3.35 7.91 0.00
H 3.10 -2.09 8.42 0.00
H 2.64 -2.25 10.93 0.00
H 1.71 -3.74 10.60 0.00
H 3.46 -3.47 10.24 0.00
C 4.14 1.47 -5.48 0.00
C 3.29 2.76 -5.53 0.00
O 2.87 3.09 -4.25 0.00
P 1.78 4.27 -4.04 0.00
O 1.27 4.26 -2.64 0.00
O 2.52 5.69 -4.45 0.00
C 1.90 6.99 -4.25 0.00
C 1.80 7.34 -2.75 0.00
O 0.67 4.15 -5.21 0.00
C -0.29 3.15 -5.04 0.00
C -1.26 3.25 -6.23 0.00
H 4.44 1.29 -6.51 0.00
H 5.01 1.60 -4.84 0.00
H 3.59 0.57 -5.20 0.00
H 3.98 3.52 -5.91 0.00
H 2.38 2.73 -6.13 0.00
H 2.40 7.81 -4.76 0.00
H 0.88 6.88 -4.60 0.00
H 1.97 8.39 -2.56 0.00
H 0.81 7.23 -2.30 0.00
H 2.44 6.82 -2.04 0.00
H 0.10 2.14 -4.88 0.00
H -0.93 3.32 -4.17 0.00
H -2.03 2.48 -6.15 0.00
H -1.67 4.25 -6.27 0.00
H -0.73 3.01 -7.15 0.00
```

Computed properties:
Spin multiplicity: 2
Net charge: +1

=====

Entry from the Open Molecules 2025 dataset: 6 unconnected molecules or ions with the total composition C36H90N6O12 at a distorted geometry (ωB97M-V/def2-TZVPD).

The geometry in XYZ format:
```
144
Properties=species:S:1:pos:R:3:lowdin_spin:R:1
C 0.36 4.22 -8.70 0.01
O 0.57 2.98 -7.98 0.00
C 1.44 3.35 -6.87 0.03
C 1.67 2.04 -6.04 0.04
N 0.28 1.67 -5.57 0.00
C 0.22 0.32 -4.96 0.02
C -1.17 -0.14 -4.59 0.01
O -1.77 -0.31 -5.86 0.00
C -3.25 -0.27 -5.85 0.02
H -0.33 4.11 -9.54 0.00
H 1.33 4.64 -8.97 0.00
H -0.18 4.96 -8.12 0.00
H 1.13 4.16 -6.21 0.01
H 2.42 3.74 -7.14 0.01
H 2.35 2.17 -5.20 0.04
H 1.92 1.33 -6.83 0.00
H -0.56 1.80 -6.12 0.00
H 0.90 0.30 -4.10 0.02
H 0.68 -0.44 -5.59 0.00
H -1.64 0.69 -4.07 0.00
H -1.15 -1.02 -3.95 0.00
H -3.81 0.64 -5.64 0.01
H -3.63 -1.04 -5.18 0.00
H -3.58 -0.40 -6.89 0.00
C 4.36 1.36 1.08 0.04
O 5.43 2.17 1.53 0.02
C 6.49 2.43 0.61 0.04
C 7.64 3.22 1.25 0.01
N 8.85 2.99 0.55 0.00
C 9.97 3.59 1.25 0.01
C 11.40 3.26 0.52 0.01
O 11.50 1.76 0.41 0.00
C 12.89 1.35 0.70 0.01
H 3.59 1.41 1.85 0.00
H 4.83 0.39 0.97 0.01
H 3.95 1.66 0.11 0.02
H 6.11 2.94 -0.28 0.02
H 6.88 1.46 0.32 0.01
H 7.70 2.97 2.31 0.00
H 7.37 4.27 1.27 0.00
H 9.12 2.05 0.28 0.00
H 10.04 3.11 2.23 0.00
H 9.77 4.65 1.09 0.00
H 12.15 3.73 1.15 0.00
H 11.34 3.60 -0.51 0.00
H 13.13 1.75 1.69 0.00
H 13.68 1.61 0.00 0.00
H 13.02 0.27 0.64 0.00
C 1.50 -0.57 3.23 0.01
O 1.93 -0.52 4.55 0.00
C 2.29 0.77 4.96 0.01
C 2.99 0.84 6.30 0.00
N 4.38 0.47 6.30 0.00
C 5.45 1.48 6.28 0.00
C 5.60 2.28 5.00 0.00
O 4.94 3.51 5.26 0.00
C 5.23 4.53 4.35 0.02
H 1.08 -1.55 3.02 0.01
H 2.38 -0.53 2.59 0.00
H 0.70 0.16 3.16 0.00
H 1.31 1.13 5.27 0.00
H 2.73 1.41 4.21 0.00
H 2.65 0.05 6.97 0.00
H 2.88 1.74 6.90 0.00
H 4.49 -0.32 6.92 0.00
H 6.29 0.80 6.42 0.00
H 5.53 2.16 7.13 0.00
H 5.08 1.85 4.15 0.00
H 6.69 2.29 4.89 0.00
H 4.60 5.36 4.69 0.00
H 4.90 4.32 3.34 0.01
H 6.21 4.99 4.38 0.00
C -5.42 -1.14 -2.72 0.01
O -5.67 -2.17 -1.81 0.00
C -6.92 -2.85 -2.06 0.01
C -8.12 -2.10 -1.55 0.01
N -8.22 -2.15 -0.14 0.00
C -8.97 -1.08 0.45 0.01
C -9.55 -1.31 1.86 0.00
O -8.59 -1.04 2.85 0.00
C -8.88 -1.52 4.18 0.01
H -5.52 -1.58 -3.71 0.00
H -4.38 -0.89 -2.52 0.00
H -6.15 -0.36 -2.47 0.00
H -6.88 -3.84 -1.61 0.00
H -7.03 -2.97 -3.13 0.00
H -8.97 -2.63 -1.99 0.00
H -8.10 -1.07 -1.92 0.00
H -7.30 -2.46 0.13 0.00
H -9.80 -0.99 -0.24 0.00
H -8.46 -0.12 0.40 0.00
H -9.92 -2.33 1.80 0.00
H -10.42 -0.73 2.15 0.00
H -8.14 -1.13 4.88 0.00
H -8.85 -2.61 4.15 0.00
H -9.82 -1.04 4.46 0.00
C -5.76 0.50 3.05 0.01
O -4.88 0.96 2.07 0.01
C -4.80 0.38 0.72 0.01
C -3.55 0.90 0.02 0.01
N -2.60 -0.17 -0.28 0.00
C -1.19 0.14 -0.01 0.01
C -0.61 1.48 -0.56 0.01
O 0.53 1.83 0.19 0.01
C 0.94 3.17 -0.32 0.09
H -6.80 0.73 2.84 0.00
H -5.42 0.98 3.97 0.00
H -5.65 -0.56 3.25 0.00
H -5.62 0.80 0.13 0.00
H -4.90 -0.70 0.60 0.00
H -3.01 1.70 0.52 0.00
H -3.86 1.48 -0.85 0.01
H -2.89 -1.03 0.17 0.00
H -0.66 -0.70 -0.48 0.00
H -0.95 0.09 1.06 0.00
H -1.37 2.26 -0.61 0.00
H -0.25 1.32 -1.58 0.01
H 1.46 3.73 0.46 0.02
H 0.12 3.78 -0.70 0.01
H 1.77 2.99 -1.00 0.03
C -5.71 -4.51 1.52 0.01
O -4.36 -5.03 1.45 0.01
C -4.31 -6.15 0.62 0.01
C -2.82 -6.41 0.41 0.00
N -2.13 -5.32 -0.32 0.00
C -0.69 -5.61 -0.43 0.01
C -0.10 -4.56 -1.38 0.01
O 1.30 -4.50 -1.28 0.01
C 1.98 -3.50 -1.97 0.05
H -6.39 -5.36 1.57 0.00
H -5.89 -3.95 0.61 0.00
H -5.99 -3.81 2.31 0.00
H -4.73 -6.05 -0.38 0.00
H -4.91 -7.00 0.96 0.00
H -2.74 -7.40 -0.03 0.00
H -2.34 -6.46 1.39 0.00
H -2.27 -4.42 0.11 0.00
H -0.58 -6.57 -0.93 0.00
H -0.25 -5.65 0.57 0.00
H -0.48 -3.54 -1.29 0.00
H -0.44 -4.74 -2.40 0.00
H 2.93 -3.30 -1.48 0.01
H 1.46 -2.55 -2.07 0.01
H 2.24 -3.72 -3.01 0.01
```

Computed properties:
Spin multiplicity: 2
Net charge: -1

=====

Entry from the Open Molecules 2025 dataset: 9 unconnected molecules or ions with the total composition C36H90O27S6 at a distorted geometry (ωB97M-V/def2-TZVPD).

The geometry in XYZ format:
```
159
Properties=species:S:1:pos:R:3:lowdin_charge:R:1
C -6.64 -2.54 11.47 -0.08
C -5.78 -1.81 10.50 -0.32
O -5.39 -2.70 9.47 -0.26
S -4.46 -2.01 8.27 0.67
C -2.95 -1.64 9.36 -0.08
O -4.08 -3.01 7.31 -0.29
O -5.11 -0.77 7.89 -0.30
H -6.15 -3.24 12.14 0.08
H -7.37 -3.20 11.00 0.08
H -7.15 -1.88 12.17 0.08
H -6.28 -0.98 10.01 0.12
H -4.99 -1.40 11.14 0.11
H -3.29 -0.70 9.80 0.05
H -2.07 -1.63 8.71 0.07
H -2.88 -2.44 10.10 0.07
C -8.41 -4.42 -6.76 -0.06
C -6.86 -4.42 -6.49 -0.24
O -6.61 -5.11 -5.23 -0.29
S -5.12 -4.76 -4.48 0.65
C -5.50 -3.16 -3.61 -0.09
O -4.86 -5.80 -3.53 -0.28
O -4.13 -4.45 -5.48 -0.31
H -8.94 -4.35 -5.80 0.07
H -8.74 -5.33 -7.25 0.07
H -8.85 -3.68 -7.42 0.07
H -6.36 -5.08 -7.20 0.11
H -6.40 -3.44 -6.55 0.10
H -4.76 -3.21 -2.81 0.06
H -6.53 -3.13 -3.25 0.07
H -5.44 -2.26 -4.21 0.06
C 1.13 -6.89 -3.08 -0.06
C 0.38 -6.83 -4.39 -0.31
O 1.41 -7.01 -5.35 -0.31
S 1.16 -6.39 -6.87 0.69
C 1.75 -4.67 -6.53 -0.10
O 2.04 -7.03 -7.86 -0.30
O -0.27 -6.29 -7.11 -0.31
H 0.35 -7.26 -2.41 0.08
H 1.60 -5.94 -2.83 0.08
H 1.79 -7.72 -3.33 0.08
H -0.18 -7.73 -4.65 0.13
H -0.16 -5.89 -4.43 0.12
H 2.19 -4.63 -5.54 0.06
H 0.94 -3.94 -6.61 0.06
H 2.31 -4.46 -7.43 0.06
C -3.39 1.36 -6.85 -0.05
C -4.84 1.08 -7.36 -0.30
O -5.72 0.87 -6.31 -0.29
S -7.41 0.99 -6.52 0.71
C -7.63 2.50 -5.50 -0.10
O -7.72 1.32 -7.92 -0.30
O -7.94 -0.14 -5.75 -0.31
H -2.80 1.81 -7.65 0.08
H -2.88 0.44 -6.57 0.07
H -3.40 1.91 -5.91 0.07
H -5.22 1.97 -7.85 0.11
H -4.83 0.20 -8.01 0.12
H -8.55 3.03 -5.77 0.07
H -6.84 3.13 -5.90 0.06
H -7.55 2.23 -4.45 0.07
C 0.91 -13.43 6.83 -0.04
C 1.06 -12.01 6.12 -0.28
O 0.41 -11.01 6.89 -0.27
S 0.70 -9.42 6.48 0.69
C -0.19 -9.40 4.83 -0.10
O -0.07 -8.58 7.39 -0.30
O 2.13 -9.21 6.34 -0.30
H 1.57 -14.00 6.18 0.07
H -0.07 -13.88 6.67 0.07
H 1.24 -13.56 7.86 0.08
H 2.11 -11.75 6.00 0.10
H 0.77 -12.01 5.06 0.11
H -0.54 -8.41 4.54 0.07
H -0.88 -10.22 4.63 0.07
H 0.61 -9.35 4.09 0.05
C 0.28 -0.70 -0.87 -0.05
C 0.97 -1.63 0.13 -0.27
O 0.96 -1.17 1.52 -0.28
S 1.73 -2.14 2.63 0.69
C 3.49 -1.53 2.17 -0.09
O 1.56 -1.61 3.96 -0.29
O 1.67 -3.57 2.28 -0.31
H 0.73 0.29 -0.85 0.08
H -0.80 -0.83 -0.74 0.08
H 0.38 -1.16 -1.85 0.08
H 0.58 -2.64 0.05 0.11
H 2.01 -1.87 -0.12 0.09
H 3.63 -1.84 1.13 0.03
H 4.14 -2.20 2.74 0.06
H 3.56 -0.45 2.26 0.07
C 7.94 1.73 -1.52 -0.13
O 8.71 1.86 -2.69 -0.16
C 9.24 3.15 -2.72 -0.22
C 10.22 3.46 -3.97 -0.09
O 9.35 3.57 -5.17 -0.17
C 10.00 3.63 -6.41 -0.23
C 9.17 3.08 -7.59 -0.18
O 9.82 3.21 -8.84 -0.20
C 10.69 2.17 -9.30 -0.09
H 8.52 1.96 -0.63 0.08
H 7.69 0.68 -1.39 0.09
H 7.14 2.46 -1.39 0.09
H 9.85 3.38 -1.85 0.11
H 8.40 3.85 -2.71 0.12
H 11.03 2.73 -4.01 0.12
H 10.50 4.49 -3.75 0.11
H 10.93 3.09 -6.26 0.11
H 10.22 4.69 -6.56 0.13
H 8.39 3.83 -7.58 0.12
H 8.72 2.10 -7.40 0.13
H 10.08 1.28 -9.20 0.08
H 11.56 1.96 -8.67 0.08
H 11.05 2.53 -10.27 0.09
C 0.59 3.80 8.45 -0.14
O -0.02 3.44 9.65 -0.18
C 0.12 4.55 10.62 -0.16
C -0.72 4.32 11.89 -0.19
O -2.09 3.92 11.76 -0.10
C -2.95 4.86 11.14 -0.21
C -3.64 5.91 12.01 -0.17
O -4.12 5.17 13.20 -0.18
C -4.65 6.16 14.07 -0.13
H 1.63 3.86 8.76 0.08
H 0.19 4.68 7.95 0.09
H 0.52 3.05 7.66 0.09
H -0.36 5.47 10.28 0.11
H 1.18 4.65 10.81 0.12
H -0.52 5.10 12.63 0.12
H -0.32 3.49 12.48 0.12
H -3.75 4.17 10.88 0.13
H -2.60 5.43 10.28 0.12
H -4.52 6.36 11.53 0.12
H -2.86 6.65 12.19 0.12
H -4.87 5.70 15.04 0.08
H -5.58 6.52 13.62 0.09
H -3.90 6.92 14.30 0.08
C 2.63 3.09 -5.86 -0.08
O 2.22 4.28 -5.17 -0.16
C 2.21 5.35 -5.99 -0.29
C 1.36 6.36 -5.32 -0.19
O 1.43 7.61 -5.97 -0.09
C 0.92 8.69 -5.29 -0.23
C 1.13 10.03 -5.95 -0.21
O 0.16 10.27 -6.94 -0.16
C 0.05 11.56 -7.31 -0.16
H 1.85 2.39 -6.15 0.08
H 3.38 2.56 -5.27 0.09
H 3.02 3.33 -6.85 0.08
H 1.75 5.13 -6.95 0.13
H 3.22 5.70 -6.20 0.14
H 1.64 6.45 -4.27 0.13
H 0.38 5.88 -5.26 0.13
H 1.36 8.84 -4.30 0.12
H -0.15 8.64 -5.13 0.13
H 2.15 10.16 -6.31 0.13
H 1.04 10.74 -5.12 0.12
H -0.76 12.14 -6.86 0.09
H -0.28 11.46 -8.34 0.09
H 0.99 12.11 -7.37 0.09
```

Computed properties:
SMILES string: CCOS(C)(=O)=O.CCOS(C)(=O)=O.CCOS(C)(=O)=O.CCOS(C)(=O)=O.CCOS(C)(=O)=O.CCOS(C)(=O)=O.COCCOCCOC.COCCOCCOC.COCCOCCOC
Net charge: 0

=====

| no. | M (g/mol) | E (Ha) |
| --- | --- | --- |
| 1 | 1312.17 | -7231.4878 |
| 2 | 799.15 | -2656.5064 |
| 3 | 1147.49 | -5845.6822 |